w:
Formula: C4H12N2O
Source: OMol25
Level of theory: ωB97M-V/def2-TZVPD

Results
SMILES: C=NCCCN.O
E_HOMO, eV: -8.80

Each line ends with the Löwdin charge.
Atoms and positions in Å:
C: -0.28 -2.53 -0.32  -0.043
N: -0.22 -1.27 -0.36  -0.031
C: 1.07 -0.71 -0.80  -0.237
C: 1.67 0.26 0.25  -0.189
C: 0.66 1.29 0.79  -0.308
N: 0.18 2.16 -0.26  0.011
H: -1.15 -3.02 0.11  0.069
H: 0.48 -3.18 -0.78  0.074
H: 1.77 -1.53 -0.97  0.094
H: 0.94 -0.15 -1.72  0.106
H: 2.52 0.70 -0.26  0.104
H: 1.96 -0.32 1.13  0.103
H: 1.23 1.78 1.60  0.101
H: -0.16 0.77 1.26  0.084
H: -0.69 2.59 0.00  0.057
H: 0.88 2.75 -0.69  0.074
O: -2.70 0.39 0.42  -0.089
H: -3.08 -0.23 1.08  0.044
H: -1.96 -0.07 0.02  -0.024

=====

x:
Formula: C4H12N2O
Source: OMol25
Level of theory: ωB97M-V/def2-TZVPD

Results
SMILES: NC[C@H](N)CCO
E_HOMO, eV: -9.32

Each line ends with the Löwdin charge.
Atoms and positions in Å:
N: 1.14 -0.16 2.36  0.002
C: 0.60 -0.53 1.07  -0.279
C: -0.05 0.57 0.22  -0.418
N: -0.85 1.43 1.14  0.023
C: -0.91 0.02 -0.91  -0.170
C: -0.24 -0.98 -1.86  -0.232
O: 0.94 -0.40 -2.45  -0.083
H: 0.64 0.65 2.70  0.049
H: 2.11 0.17 2.30  0.073
H: 1.39 -0.97 0.45  0.113
H: -0.15 -1.33 1.15  0.115
H: 0.76 1.16 -0.23  0.132
H: -1.45 2.02 0.53  0.074
H: -1.60 0.81 1.49  0.082
H: -1.15 0.88 -1.54  0.119
H: -1.86 -0.34 -0.50  0.119
H: -0.91 -1.08 -2.71  0.116
H: 0.11 -1.91 -1.42  0.110
H: 1.49 0.00 -1.78  0.056

=====

y:
Formula: C4H12N2O
Source: OMol25
Level of theory: ωB97M-V/def2-TZVPD

Results
SMILES: CNCCNCO
E_HOMO, eV: -8.31

Each line ends with the Löwdin charge.
Atoms and positions in Å:
C: 0.83 1.82 -1.97  -0.145
N: 0.31 0.81 -1.09  -0.129
C: -0.45 1.31 0.02  -0.265
C: -1.06 0.13 0.83  -0.199
N: 0.06 -0.82 1.12  -0.066
C: -0.18 -2.19 0.72  -0.308
O: 0.76 -3.03 1.38  -0.065
H: 0.84 2.82 -1.52  0.076
H: 0.29 1.86 -2.92  0.069
H: 1.89 1.70 -2.21  0.070
H: 0.83 -0.01 -0.82  0.087
H: -1.26 1.95 -0.33  0.112
H: 0.11 1.85 0.82  0.111
H: -1.62 0.48 1.70  0.108
H: -1.81 -0.32 0.17  0.110
H: 0.11 -0.83 2.14  0.112
H: -1.18 -2.49 1.06  0.121
H: -0.07 -2.44 -0.34  0.121
H: 1.61 -2.59 1.23  0.079

=====

Stability, highest: x

=====

w:
Formula: C4H12N2O
Source: OMol25
Level of theory: ωB97M-V/def2-TZVPD

Results
SMILES: NCCNCCO
E_HOMO, eV: -8.93

Each line ends with the Löwdin charge.
Atoms and positions in Å:
N: 0.04 -1.35 -2.50  -0.014
C: 0.84 -1.74 -1.33  -0.303
C: 0.43 -1.25 0.06  -0.246
N: -0.17 0.11 -0.01  -0.094
C: -0.35 0.66 1.35  -0.206
C: -0.63 2.16 1.41  -0.255
O: 0.42 2.98 0.93  -0.089
H: -0.60 -2.15 -2.66  0.073
H: -0.41 -0.43 -2.25  0.067
H: 0.90 -2.84 -1.19  0.120
H: 1.79 -1.42 -1.54  0.068
H: 1.38 -1.20 0.64  0.117
H: -0.29 -1.97 0.61  0.131
H: -0.97 -0.05 -0.66  0.099
H: 0.52 0.40 1.95  0.115
H: -1.16 0.11 1.78  0.104
H: -1.51 2.51 1.02  0.084
H: -0.54 2.46 2.47  0.125
H: 0.30 3.03 -0.06  0.104

=====

x:
Formula: C4H12N2O
Source: OMol25
Level of theory: ωB97M-V/def2-TZVPD

Results
SMILES: CCC/N=C\N.O
E_HOMO, eV: -9.46

Each line ends with the Löwdin charge.
Atoms and positions in Å:
C: 0.85 -2.19 -0.61  -0.127
C: 1.05 -0.74 -0.98  -0.270
C: -0.22 0.10 -0.72  -0.303
N: 0.00 1.51 -0.96  0.030
C: -1.05 2.22 -0.78  -0.295
N: -2.30 1.75 -0.36  0.068
H: 0.27 -2.34 0.31  0.071
H: 0.24 -2.58 -1.43  0.071
H: 1.81 -2.70 -0.51  0.075
H: 1.74 -0.29 -0.25  0.101
H: 1.43 -0.62 -1.99  0.108
H: -0.67 -0.18 0.25  0.102
H: -1.00 -0.31 -1.39  0.122
H: -1.09 3.28 -0.97  0.104
H: -2.98 2.48 -0.29  0.075
H: -2.14 1.15 0.43  0.072
O: 1.71 -0.44 3.37  -0.062
H: 1.30 0.26 2.82  0.038
H: 1.06 -0.36 4.06  0.021

=====

y:
Formula: C4H12N2O
Source: OMol25
Level of theory: ωB97M-V/def2-TZVPD

Results
SMILES: CC=O.CCNN
E_HOMO, eV: -7.65

Each line ends with the Löwdin charge.
Atoms and positions in Å:
C: 0.01 1.10 -1.93  -0.080
C: -1.22 0.87 -1.09  -0.296
O: -1.81 -0.17 -0.72  -0.047
H: -0.06 0.57 -2.87  0.094
H: 0.09 2.17 -2.16  0.073
H: 0.95 0.98 -1.38  0.058
H: -1.98 1.55 -1.54  0.110
C: 0.26 -2.31 1.22  -0.117
C: 0.60 -1.11 0.38  -0.177
N: -0.03 0.35 0.99  -0.179
N: 0.67 1.57 1.13  -0.036
H: 0.77 -3.18 0.80  0.074
H: 0.59 -2.18 2.24  0.071
H: -0.80 -2.56 1.17  0.071
H: 1.65 -0.83 0.40  0.090
H: 0.32 -1.29 -0.66  0.079
H: -0.78 0.16 1.65  0.099
H: 0.39 2.23 0.41  0.039
H: 0.38 2.09 1.96  0.074

=====

Stability, highest: x

=====

w:
Formula: C4H12N2O
Source: OMol25
Level of theory: ωB97M-V/def2-TZVPD

Results
SMILES: C[C@H](N)C[C@@H](N)O
E_HOMO, eV: -8.43

Each line ends with the Löwdin charge.
Atoms and positions in Å:
C: -0.92 -1.56 0.02  -0.076
C: -0.70 -0.14 -0.43  -0.323
N: -1.19 -0.04 -2.15  -0.008
C: 0.59 0.31 -0.88  -0.112
C: 1.32 0.56 0.79  -0.422
N: 0.95 1.79 1.42  0.041
O: 1.33 -0.52 1.68  -0.049
H: -0.88 -1.66 1.11  0.067
H: -1.92 -1.90 -0.26  0.076
H: -0.19 -2.24 -0.43  0.092
H: -1.32 0.60 0.07  0.121
H: -1.75 -0.82 -2.51  0.021
H: -1.62 0.84 -2.41  0.026
H: 0.65 1.31 -1.31  0.103
H: 1.24 -0.44 -1.33  0.108
H: 2.35 0.66 0.46  0.118
H: 1.56 1.97 2.22  0.080
H: 0.00 1.79 1.76  0.062
H: 0.50 -0.51 2.18  0.076

=====

x:
Formula: C4H12N2O
Source: OMol25
Level of theory: ωB97M-V/def2-TZVPD

Results
SMILES: C=NCCCN.O
E_HOMO, eV: -9.35

Each line ends with the Löwdin charge.
Atoms and positions in Å:
C: -2.02 -1.11 -0.75  -0.077
N: -2.59 -0.77 0.31  -0.029
C: -1.81 -0.45 1.51  -0.236
C: -0.68 0.56 1.29  -0.197
C: 0.70 -0.10 1.36  -0.308
N: 1.88 0.75 1.54  -0.009
H: -2.59 -1.18 -1.68  0.067
H: -0.95 -1.27 -0.89  0.066
H: -2.57 -0.04 2.16  0.093
H: -1.45 -1.35 2.02  0.112
H: -0.77 1.36 2.02  0.104
H: -0.80 1.01 0.30  0.105
H: 0.85 -0.73 0.47  0.091
H: 0.65 -0.84 2.15  0.100
H: 2.13 0.76 2.52  0.060
H: 1.63 1.70 1.31  0.059
O: 2.79 0.80 -5.52  -0.063
H: 3.37 0.05 -5.39  0.026
H: 2.25 0.87 -4.72  0.037

=====

Stability, highest: x